Formula: C16H24N4O2S2
Source: OMol25
Level of theory: ωB97M-V/def2-TZVPD

XYZ file:
```
48
Properties=species:S:1:pos:R:3
O -4.727 -0.976 1.767
C -3.706 -0.570 1.015
N -2.613 -1.314 0.815
C -1.485 -1.330 0.249
N -0.718 -2.492 0.099
N 0.373 -2.173 -0.260
C 0.488 -1.010 -0.569
S 1.945 -0.236 -1.669
C 3.149 -1.504 -1.207
H 2.690 -2.497 -0.937
H 3.803 -1.443 -1.952
C 3.851 -1.060 0.059
O 3.827 -2.001 1.055
N 4.809 -0.010 0.141
C 4.985 0.788 -1.134
H 4.433 0.407 -1.780
C 4.507 2.037 -0.604
C 5.113 2.657 0.692
C 5.056 1.812 1.678
C 5.434 0.379 1.432
H 5.225 -0.421 1.994
H 6.422 0.472 1.272
H 5.476 2.142 2.695
H 3.826 1.679 2.157
H 4.735 3.851 0.649
H 6.303 2.864 0.414
H 4.672 2.689 -1.495
H 3.430 2.306 -0.534
H 5.994 0.823 -1.089
S -0.795 0.109 -0.385
H -2.899 -2.206 1.222
C -3.833 0.765 0.221
C -4.771 1.819 0.979
C -6.273 1.311 0.596
C -6.474 1.260 -0.886
C -5.460 0.467 -1.413
C -4.024 0.643 -1.334
H -3.387 -0.102 -1.316
H -3.836 1.632 -1.629
H -5.849 -0.571 -0.897
H -5.562 0.090 -2.369
H -7.615 1.138 -0.876
H -6.324 2.246 -1.333
H -6.564 0.351 1.116
H -7.009 2.275 0.951
H -4.520 1.728 2.030
H -4.483 2.666 0.619
H -2.661 1.047 0.538
```

As for the SMILES: O=C(Nc1nnc(SCC(=O)N2CCCCC2)s1)C1CCCCC1. Its energy above the lowest of the compared OMol25 structures with the same formula, charge and spin is 342.80 kcal per mole. As for the HOMO-LUMO gap: 8.10 eV. Its highest occupied orbital energy is -0.3080 Ha. The LUMO energy is -0.3 eV. The max |F| comes out at 14.95 eV/Å.

=====

Formula: C16H24N8
Source: OMol25
Level of theory: ωB97M-V/def2-TZVPD

XYZ file:
```
48
Properties=species:S:1:pos:R:3
C 20.206 -14.427 6.540
C 20.365 -15.848 6.246
N 20.456 -16.985 6.002
H 19.133 -14.244 6.597
H 20.467 -13.781 5.702
H 20.641 -14.179 7.508
C 18.681 -19.159 3.856
C 17.801 -19.007 2.654
N 17.163 -18.838 1.703
H 19.266 -18.265 4.071
H 19.201 -20.111 3.973
H 17.889 -19.154 4.604
C 20.225 -13.498 -2.553
C 19.453 -14.662 -2.056
N 18.901 -15.616 -1.628
H 20.459 -13.756 -3.586
H 21.167 -13.666 -2.031
H 19.915 -12.469 -2.372
C 18.644 -16.007 1.539
C 19.093 -14.625 1.482
N 19.500 -13.579 1.287
H 18.448 -16.306 2.569
H 19.265 -16.770 1.070
H 17.681 -16.211 1.070
C 13.690 -19.363 0.220
C 12.659 -19.643 -0.805
N 11.926 -19.856 -1.673
H 14.700 -19.341 -0.190
H 13.649 -20.126 0.997
H 13.555 -18.393 0.699
C 17.594 -18.431 -1.565
C 18.846 -18.733 -0.920
N 19.904 -18.978 -0.405
H 17.739 -17.968 -2.541
H 16.902 -17.781 -1.030
H 17.087 -19.393 -1.645
C 19.478 -17.945 8.900
C 18.140 -18.274 8.377
N 17.112 -18.518 7.976
H 19.984 -17.038 8.571
H 20.170 -18.757 8.680
H 19.382 -17.905 9.986
C 15.388 -14.304 0.310
C 14.120 -14.991 0.745
N 13.174 -15.550 1.050
H 15.652 -14.643 -0.692
H 16.249 -14.465 0.959
H 15.249 -13.226 0.232
```

As for the SMILES: CC#N.CC#N.CC#N.CC#N.CC#N.CC#N.CC#N.CC#N. Its energy above the lowest of the compared OMol25 structures with the same formula, charge and spin is 34.16 kcal per mole. As for the HOMO-LUMO gap: 11.26 eV. Its highest occupied orbital energy is -0.4065 Ha. The LUMO energy is 0.2 eV. The max |F| comes out at 6.26 eV/Å.

=====

Formula: C16H24NO2W
Source: OMol25
Level of theory: ωB97M-V/def2-TZVPD

XYZ file:
```
44
Properties=species:S:1:pos:R:3
C -1.960 1.743 -2.532
C -1.895 0.529 -3.374
C -3.229 2.089 -1.860
C -0.938 2.788 -2.746
H -3.935 2.595 -2.542
H -3.063 2.764 -1.011
H -3.735 1.192 -1.482
H -2.365 0.675 -4.362
H -2.410 -0.318 -2.910
H -0.851 0.240 -3.545
H -1.145 3.431 -3.618
H 0.040 2.323 -2.913
H -0.865 3.463 -1.889
C -0.938 -1.369 1.396
C -2.229 -0.713 1.296
C -2.686 -0.859 -0.062
H -2.814 -0.316 2.128
C -1.695 -1.609 -0.794
C -0.620 -1.924 0.104
H 0.258 -2.532 -0.117
H -0.391 -1.553 2.317
H -3.668 -0.562 -0.421
H -1.779 -1.937 -1.830
C 1.258 1.270 0.755
C 0.460 1.072 1.930
C -0.714 1.888 1.835
H 0.768 0.512 2.802
C -0.670 2.575 0.580
C 0.576 2.209 -0.083
H 0.981 2.671 -0.974
H 2.257 0.868 0.599
H -1.473 2.039 2.599
H -1.353 3.354 0.273
W -0.706 0.502 0.124
N 3.627 -3.803 2.391
C 4.817 -2.984 2.070
C 4.211 -1.675 1.518
O 5.041 -0.804 1.217
O 2.936 -1.699 1.421
H 3.468 -3.734 3.394
H 3.776 -4.778 2.149
H 2.835 -3.316 1.876
H 5.401 -2.807 2.971
H 5.422 -3.500 1.320
```

Its expectation value of S² is 2.16. Its energy above the lowest of the compared OMol25 structures with the same formula, charge and spin is 17.73 kcal per mole. As for the HOMO-LUMO gap (alpha / beta): 7.10 / 6.29 eV. Its highest occupied orbital energy (alpha / beta) is -0.3929 / -0.3865 Ha. The net charge is +1. Its spin multiplicity is 3. The LUMO energy (alpha / beta) is -3.6 / -4.2 eV. The max |F| comes out at 5.23 eV/Å.

=====

Formula: C16H24NOS
Source: OMol25
Level of theory: ωB97M-V/def2-TZVPD

XYZ file:
```
43
Properties=species:S:1:pos:R:3
C 2.522 4.150 2.496
C 3.694 3.216 2.843
C 3.271 1.800 2.439
N 2.026 1.962 1.684
C 1.430 0.947 1.081
C 0.255 1.070 0.322
C -0.225 0.077 -0.521
C -1.251 0.348 -1.502
C -1.263 -0.288 -2.775
C -2.232 0.030 -3.726
C -3.228 0.972 -3.434
C -3.221 1.628 -2.196
C -2.259 1.312 -1.236
C 1.531 3.336 1.650
H 2.016 4.484 3.406
H 2.854 5.033 1.944
H 4.587 3.505 2.285
H 3.929 3.253 3.908
H 4.041 1.299 1.835
H 3.097 1.175 3.330
H 1.909 -0.035 1.161
H -0.276 2.026 0.371
H 0.290 -0.886 -0.556
H -0.466 -0.999 -3.008
H -2.216 -0.463 -4.699
H -3.988 1.216 -4.180
H -3.975 2.382 -1.971
H -2.276 1.796 -0.259
H 0.511 3.395 2.058
H 1.485 3.721 0.616
C -0.891 -3.706 -1.789
S -1.480 -3.763 -0.086
C -0.723 -5.331 0.428
C -0.898 -2.459 0.712
O -2.937 -3.932 -0.097
H 0.201 -3.624 -1.791
H -1.221 -4.627 -2.282
H -1.345 -2.827 -2.260
H 0.361 -5.215 0.535
H -1.176 -5.618 1.384
H -0.956 -6.084 -0.337
H 0.123 -2.504 1.092
H -1.631 -1.771 1.128
```

Its energy above the lowest of the compared OMol25 structures with the same formula, charge and spin is 93.50 kcal per mole. As for the HOMO-LUMO gap: 6.13 eV. Its highest occupied orbital energy is -0.3860 Ha. The net charge is +1. The LUMO energy is -4.4 eV. The max |F| comes out at 1.73 eV/Å.

=====

Formula: C16H24O12
Source: OMol25
Level of theory: ωB97M-V/def2-TZVPD

XYZ file:
```
52
Properties=species:S:1:pos:R:3
C 4.124 0.835 2.574
C 4.347 -0.784 2.375
C 5.583 -1.198 1.509
O 6.444 -1.829 2.453
C 5.849 -1.807 3.701
O 6.473 -2.141 4.704
O 4.605 -1.262 3.622
H 4.063 1.171 3.609
H 3.335 1.290 1.975
H 5.025 1.388 2.309
H 3.493 -1.343 1.991
H 6.088 -0.332 1.081
H 5.058 -1.888 0.849
C -6.390 2.609 -5.871
C -5.360 3.383 -5.074
C -5.712 3.838 -3.649
O -4.634 3.247 -2.888
C -3.736 2.644 -3.650
O -2.719 2.028 -3.334
O -4.148 2.639 -4.970
H -6.620 1.839 -5.135
H -5.950 2.388 -6.843
H -7.308 3.187 -5.978
H -5.010 4.313 -5.521
H -6.684 3.538 -3.258
H -5.870 4.906 -3.505
C -1.183 -3.074 2.809
C -0.061 -3.722 3.614
C 1.365 -3.125 3.412
O 1.690 -2.668 4.661
C 0.628 -2.832 5.486
O 0.718 -2.334 6.668
O -0.350 -3.406 4.954
H -2.086 -3.597 3.125
H -1.244 -3.531 1.821
H -1.273 -1.992 2.899
H -0.184 -4.805 3.610
H 1.530 -2.211 2.842
H 2.052 -3.816 2.923
C 0.656 1.908 -2.727
C -0.063 1.139 -1.601
C -0.352 -0.449 -1.975
O 0.134 -1.021 -0.798
C 0.844 -0.163 -0.103
O 1.570 -0.531 0.784
O 0.684 1.119 -0.434
H 0.972 2.911 -2.441
H 0.256 1.961 -3.740
H 1.577 1.332 -2.812
H -1.008 1.661 -1.452
H 0.157 -0.722 -2.899
H -1.380 -0.693 -1.705
```

As for the SMILES: C[C@H]1COC(=O)O1.C[C@H]1COC(=O)O1.C[C@H]1COC(=O)O1.C[C@H]1COC(=O)O1. Its energy above the lowest of the compared OMol25 structures with the same formula, charge and spin is 88.16 kcal per mole. As for the HOMO-LUMO gap: 10.02 eV. Its highest occupied orbital energy is -0.3605 Ha. The LUMO energy is 0.2 eV. The max |F| comes out at 9.78 eV/Å.

=====

Formula: C16H24O12
Source: OMol25
Level of theory: ωB97M-V/def2-TZVPD

XYZ file:
```
52
Properties=species:S:1:pos:R:3
C 15.560 -0.632 -25.823
C 15.460 0.732 -26.475
C 16.781 1.231 -27.117
O 16.351 1.795 -28.338
C 15.087 1.389 -28.617
O 14.514 1.656 -29.628
O 14.533 0.812 -27.557
H 16.130 -0.583 -24.899
H 15.911 -1.388 -26.527
H 14.554 -0.978 -25.569
H 15.090 1.455 -25.740
H 17.393 0.333 -27.262
H 17.330 1.945 -26.510
C 17.429 1.661 -31.782
C 16.201 1.134 -32.485
C 15.210 2.263 -32.924
O 15.351 2.276 -34.365
C 15.727 1.079 -34.750
O 15.597 0.623 -35.852
O 16.498 0.538 -33.779
H 18.066 0.823 -31.484
H 17.234 2.195 -30.855
H 18.009 2.292 -32.456
H 15.658 0.348 -31.965
H 15.628 3.229 -32.643
H 14.159 2.222 -32.659
C 13.203 1.730 -38.981
C 12.336 1.397 -37.805
C 12.698 0.059 -37.118
O 12.622 0.359 -35.753
C 12.487 1.665 -35.560
O 12.400 2.217 -34.509
O 12.498 2.330 -36.740
H 13.048 0.984 -39.774
H 14.282 1.668 -38.845
H 12.880 2.655 -39.461
H 11.304 1.310 -38.157
H 13.637 -0.380 -37.458
H 11.934 -0.662 -37.429
C 13.623 -2.402 -32.801
C 14.042 -2.826 -34.226
C 15.542 -2.624 -34.435
O 16.047 -3.977 -34.523
C 15.015 -4.837 -34.657
O 15.141 -5.990 -34.905
O 13.864 -4.217 -34.398
H 13.979 -1.383 -32.639
H 14.271 -3.008 -32.159
H 12.558 -2.467 -32.612
H 13.422 -2.204 -34.874
H 16.025 -2.150 -33.584
H 15.831 -2.185 -35.387
```

As for the SMILES: C[C@H]1COC(=O)O1.C[C@H]1COC(=O)O1.C[C@H]1COC(=O)O1.C[C@H]1COC(=O)O1. Its energy above the lowest of the compared OMol25 structures with the same formula, charge and spin is 11.34 kcal per mole. As for the HOMO-LUMO gap: 11.01 eV. Its highest occupied orbital energy is -0.3914 Ha. The LUMO energy is 0.4 eV. The max |F| comes out at 2.07 eV/Å.

=====

Formula: C16H24O5
Source: OMol25
Level of theory: ωB97M-V/def2-TZVPD

XYZ file:
```
45
Properties=species:S:1:pos:R:3
C 5.537 2.116 -2.439
H 6.285 1.430 -2.831
H 5.277 2.858 -3.199
H 5.934 2.634 -1.558
O 4.421 1.325 -2.090
C 3.328 2.067 -1.621
O 2.772 2.896 -2.601
C 2.264 2.247 -3.756
H 2.067 3.041 -4.473
H 2.998 1.551 -4.169
H 1.339 1.708 -3.541
C 2.333 1.094 -0.956
C 2.070 -0.157 -1.765
C 1.105 -1.182 -1.345
C 0.261 -1.084 -0.092
O 0.712 -2.058 0.816
H -0.039 -2.255 1.398
H 0.376 -0.083 0.355
C -1.243 -1.307 -0.396
C -1.483 -2.610 -1.150
H -1.125 -2.519 -2.170
H -0.966 -3.428 -0.653
H -2.548 -2.825 -1.162
O -1.943 -1.397 0.835
C -2.309 -0.166 1.414
C -3.140 -0.389 2.651
C -3.549 -1.658 3.031
C -4.315 -1.832 4.171
C -4.680 -0.740 4.939
C -4.275 0.530 4.563
C -3.508 0.705 3.426
H -3.192 1.697 3.134
H -4.558 1.386 5.157
H -5.278 -0.877 5.828
H -4.628 -2.825 4.459
H -3.264 -2.504 2.427
H -1.417 0.423 1.682
H -2.889 0.429 0.688
H -1.616 -0.459 -0.987
O 0.830 -0.309 -2.404
H 1.305 -2.211 -1.635
H 2.925 -0.490 -2.346
H 2.758 0.798 0.005
H 1.404 1.640 -0.788
H 3.666 2.790 -0.855
```

As for the SMILES: COC(C[C@@H]1O[C@@H]1[C@H](O)[C@@H](C)OCc1ccccc1)OC. Its energy above the lowest of the compared OMol25 structures with the same formula, charge and spin is 30.83 kcal per mole. As for the HOMO-LUMO gap: 9.93 eV. Its highest occupied orbital energy is -0.3373 Ha. The LUMO energy is 0.8 eV. The max |F| comes out at 1.44 eV/Å.

=====

Formula: C16H25AlBBrF4O8PS
Source: OMol25
Level of theory: ωB97M-V/def2-TZVPD

XYZ file:
```
58
Properties=species:S:1:pos:R:3
C -3.174 -2.125 -0.867
O -2.040 -2.721 -1.503
B -0.878 -2.691 -0.773
O -0.615 -3.737 0.072
C 0.177 -1.500 -1.021
O -0.487 -0.451 -1.723
C 0.787 -0.892 0.252
C 1.247 -1.903 1.306
C 0.189 -2.156 2.405
C 0.661 -1.635 3.767
O -1.082 -1.594 2.086
C 1.959 -0.002 -0.231
C 2.452 1.006 0.807
C 1.337 2.016 0.963
C 0.505 2.020 2.084
C -0.558 2.914 2.169
C -0.832 3.817 1.142
C -2.004 4.746 1.191
C 0.021 3.821 0.034
C 1.090 2.935 -0.059
S 3.293 -1.031 -0.840
O 3.987 -0.303 -1.870
O 4.133 -1.534 0.204
O 2.531 -2.276 -1.477
C 1.241 -1.957 -2.051
P 1.380 -0.662 -3.453
O 2.576 -1.256 -4.407
Br -0.445 -1.114 -4.596
H -3.818 -1.700 -1.629
H -3.746 -2.888 -0.340
H -2.898 -1.318 -0.194
H -1.198 -4.461 -0.179
H -1.148 0.021 -1.189
H 0.051 -0.202 0.644
H 1.526 -2.838 0.839
H 2.136 -1.522 1.793
H 0.040 -3.223 2.519
H 1.201 -2.401 4.315
H -0.184 -1.331 4.379
H 1.318 -0.773 3.666
H -1.168 -0.740 2.511
H 1.612 0.561 -1.092
H 2.701 0.551 1.757
H 3.311 1.523 0.387
H 0.701 1.299 2.865
H -1.208 2.892 3.033
H -1.930 5.519 0.438
H -2.902 4.177 0.949
H -2.154 5.166 2.181
H -0.181 4.510 -0.772
H 1.697 2.966 -0.954
H 0.887 -2.889 -2.486
H 3.394 -1.321 -3.896
F -2.448 1.145 -1.067
Al -3.104 1.338 -2.647
F -4.004 -0.039 -3.035
F -1.836 1.546 -3.740
F -4.102 2.700 -2.664
```

Its energy above the lowest of the compared OMol25 structures with the same formula, charge and spin is 0.00 kcal per mole. As for the HOMO-LUMO gap: 8.00 eV. Its highest occupied orbital energy is -0.2066 Ha. The net charge is -1. The LUMO energy is 2.4 eV. The max |F| comes out at 1.64 eV/Å.

=====

Formula: C16H25Br2Cl8F3NO5P
Source: OMol25
Level of theory: ωB97M-V/def2-TZVPD

XYZ file:
```
61
Properties=species:S:1:pos:R:3
C 1.490 -2.331 0.119
C 1.139 -0.722 0.413
C 2.180 0.009 -0.637
C 2.706 1.486 -0.159
C 2.754 2.613 -1.376
O 3.336 3.828 -1.172
O 2.159 2.418 -2.721
C 1.403 -0.575 2.034
P 3.188 -0.552 2.712
O 4.310 -0.946 1.670
C 0.369 0.665 2.468
O 0.209 1.218 3.683
O -0.379 0.982 1.206
C -0.457 -0.273 0.396
N -0.757 -0.171 -1.083
C -1.580 -1.300 1.021
C -3.100 -1.094 0.445
C -3.742 0.395 0.670
F -3.048 1.496 -0.039
Br -5.605 0.317 -0.160
C -3.981 0.827 2.233
F -3.585 -0.188 3.236
F -3.364 2.164 2.416
Br -5.979 1.118 2.525
H 0.830 -3.062 0.754
H 2.603 -2.498 0.444
H 1.331 -2.464 -1.056
H 3.147 -0.691 -0.667
H 1.786 0.019 -1.761
H 3.826 1.361 0.219
H 2.098 1.975 0.713
H 2.501 1.558 -3.132
H 1.007 -1.621 2.442
H 3.254 -1.543 3.790
H 3.502 0.782 3.192
H -0.373 0.722 -1.506
H -0.335 -0.964 -1.630
H -1.546 -1.346 2.214
H -1.243 -2.393 0.677
H -3.172 -1.414 -0.702
H -3.792 -1.870 1.019
C -1.673 -2.518 -4.330
Cl -0.477 -2.754 -3.050
Cl -2.958 -1.423 -3.805
H -1.177 -2.091 -5.205
H -2.112 -3.484 -4.589
C 0.832 1.471 -5.760
Cl -0.588 1.154 -6.764
Cl 0.750 0.572 -4.240
H 1.728 1.166 -6.306
H 0.880 2.540 -5.539
C 2.041 5.707 1.052
Cl 2.069 4.655 2.473
Cl 0.396 6.247 0.693
H 2.668 6.581 1.244
H 2.429 5.155 0.193
C -2.071 -4.299 3.792
Cl -2.066 -3.174 5.155
Cl -0.843 -3.858 2.598
H -1.863 -5.306 4.161
H -3.054 -4.277 3.315
```

As for the HOMO-LUMO gap: 8.94 eV. Its highest occupied orbital energy is -0.3408 Ha. The LUMO energy is -0.3 eV. The max |F| comes out at 9.45 eV/Å.